# C11H13BrN2O3S

An isolated molecule of C11H13BrN2O3S in a non-equilibrium geometry (the ωB97M-V functional and the def2-TZVPD basis, the OMol25 dataset).

Results
Kohn-Sham gap = 7.0 eV
Relative energy (zero: lowest compared OMol25 entry of this formula, charge and spin) = 330.6 kJ/mol
Structure (SMILES) = O=C(NC(=S)NC[C@H]1CCCO1)c1ccc(Br)o1

Last columns: bonded neighbours and bond lengths (Å).
Element x y z (Å)
1 O 1.03 0.46 0.28  C2 1.271
2 C 0.24 -0.33 -0.33  O1 1.271, N3 1.447, C13 1.253
3 N -0.05 -0.18 -1.74  C2 1.447, C4 1.503, H19 0.960
4 C 0.43 1.03 -2.50  N3 1.503, S5 1.795, N6 1.408
5 S -0.02 1.13 -4.24  C4 1.795
6 N 1.24 2.00 -1.88  C4 1.408, C7 1.535, H20 0.865
7 C 1.88 3.16 -2.66  N6 1.535, C8 1.538, H21 1.046, H22 0.903
8 C 1.25 4.38 -1.96  C7 1.538, C9 1.319, O12 1.333, H23 1.034
9 C -0.05 4.41 -1.75  C8 1.319, C10 1.729, H24 1.110, H25 1.087
10 C -0.46 4.08 -0.10  C9 1.729, C11 1.395, H26 1.279, H27 1.042
11 C 0.83 4.53 0.23  C10 1.395, O12 1.540, H28 0.962, H29 1.267
12 O 1.91 4.21 -0.82  C8 1.333, C11 1.540
13 C -0.21 -1.44 0.02  C2 1.253, C14 1.677, O18 1.341
14 C -1.43 -2.43 -0.59  C13 1.677, C15 1.528, H30 0.988
15 C -1.52 -3.38 0.60  C14 1.528, C16 1.565, H31 0.974
16 C -0.85 -2.70 1.85  C15 1.565, Br17 1.714, O18 1.198
17 Br -0.72 -3.37 3.42  C16 1.714
18 O -0.29 -1.78 1.32  C13 1.341, C16 1.198
19 H -0.57 -0.71 -2.35  N3 0.960
20 H 1.54 1.83 -1.09  N6 0.865
21 H 1.62 3.19 -3.67  C7 1.046
22 H 2.78 3.12 -2.75  C7 0.903
23 H 1.69 5.21 -2.39  C8 1.034
24 H -0.48 5.43 -1.74  C9 1.110
25 H -0.61 3.74 -2.40  C9 1.087
26 H -0.44 2.81 -0.22  C10 1.279
27 H -1.37 4.48 0.20  C10 1.042
28 H 0.74 5.42 0.59  C11 0.962
29 H 1.33 3.88 1.19  C11 1.267
30 H -1.54 -2.55 -1.56  C14 0.988
31 H -2.01 -4.22 0.56  C15 0.974